Entry 1:
Computed, not measured: a structure of composition C30H45NO6RuTe, with wB97M-V/def2-TZVPD.

Each line ends with the Mulliken charge.
Geometry (Å):
H -2.634 4.863 -3.171  0.49
C 3.390 -0.209 2.037  -0.99
H -0.189 -1.190 -2.552  -0.16
C -2.649 1.219 2.539  -0.25
C 2.350 -4.789 0.231  -1.68
C 0.213 2.751 0.745  -0.85
O -4.402 2.106 1.184  -0.36
H -4.759 1.083 2.950  0.40
H 3.917 -5.421 -1.825  0.42
O -3.078 4.323 0.092  -0.22
H -3.637 5.881 -1.156  0.46
N -0.632 -0.799 -0.298  0.30
C -1.920 -0.786 -0.613  0.08
H -5.866 3.452 1.801  0.46
H 4.725 0.922 4.018  0.39
C 1.564 -1.644 1.474  0.82
H -2.276 1.107 3.558  0.51
C -2.720 -2.019 -0.969  -1.60
O -0.551 2.910 -0.482  -0.11
H 0.874 3.021 -1.975  0.59
H 0.438 -3.898 2.964  0.30
C 2.430 -3.036 -3.677  -1.09
H -0.718 -2.566 2.960  0.32
H -3.773 -1.767 -1.044  0.44
H 3.939 -5.619 -4.699  0.34
H 4.872 -0.674 4.748  0.34
H -0.437 0.768 1.177  -0.69
C 0.007 2.413 -1.714  1.06
O -2.320 3.025 -2.268  -0.44
C -4.113 4.517 1.082  -0.60
C 2.370 -4.134 -1.129  0.80
C 2.204 -1.357 3.764  -1.01
H -1.423 4.864 -1.855  0.33
C 0.271 -2.874 3.307  -1.75
H 4.181 0.467 1.730  0.44
C 1.526 -2.517 -2.753  1.17
H 2.061 -1.583 4.815  0.45
H 5.259 -4.706 -3.982  0.38
H -3.593 4.585 2.036  0.32
H 0.239 -2.897 4.394  0.46
H 3.380 -1.165 -0.903  0.46
Te 0.222 -2.542 0.123  0.63
H -4.388 4.302 -1.525  0.38
H 2.442 -2.614 -4.677  0.41
H -2.594 -2.814 -0.233  0.46
H -5.584 3.290 0.064  0.35
H -4.620 5.463 0.891  0.49
H -1.352 1.509 -3.156  0.28
H -0.787 3.112 -3.643  0.50
C 1.360 -1.942 2.831  0.85
C 3.232 -0.497 3.387  0.48
H 1.225 2.418 0.518  0.43
H 3.371 0.532 -0.447  0.51
C -3.469 4.805 -1.211  -0.62
H 3.121 -5.554 0.293  0.47
C 0.647 -1.384 -3.218  -1.33
C 2.574 -0.769 1.059  0.61
H -2.382 -2.405 -1.934  0.31
H -2.618 0.254 2.026  0.10
H 0.303 1.376 -1.564  -1.14
C 2.805 -0.398 -0.382  -1.24
C -5.095 3.348 1.036  -0.57
H 4.294 -3.991 -5.279  0.37
C 4.253 -4.619 -4.391  -1.52
H 3.610 0.419 5.297  0.40
H -4.057 2.702 3.142  0.40
C -2.384 4.466 -2.187  -0.56
C -1.102 2.503 -2.796  -0.72
H 0.251 3.745 1.187  0.43
Ru -2.477 2.314 -0.181  0.90
C 3.253 -4.605 -2.086  -1.01
C -0.455 1.744 1.656  0.69
H 0.259 -1.603 -4.213  0.66
H 0.037 1.710 2.631  0.53
C 1.517 -3.066 -1.472  0.34
C 3.302 -4.068 -3.370  0.55
C -4.042 1.793 2.539  -0.78
H 1.395 -5.287 0.426  0.33
O -1.832 2.156 1.805  -0.13
C 4.158 0.083 4.417  -1.67
H 1.238 -0.467 -3.299  0.31
O -2.563 0.305 -0.722  -0.65
H 1.865 -0.272 -0.920  -0.33
H 2.545 -4.078 1.038  0.32

As for the spin multiplicity: 1. The highest occupied orbital energy comes out at -13.5 eV. As for the gap between HOMO and LUMO: 9.10 eV. Its total charge is +2. Its LUMO energy is -4.420 eV.


Entry 2:
Computed, not measured: a cluster of 4 separate species, C30H46BBrO11 in total at a distorted geometry, with wB97M-V/def2-TZVPD.

Each line ends with the Mulliken charge.
Geometry (Å):
H 0.075 3.750 1.707  0.00
C 1.496 6.845 4.449  0.34
H -0.674 0.817 2.170  -0.73
C 3.172 6.895 2.890  -0.48
C -2.984 -1.287 2.182  0.31
C -2.642 -3.604 4.100  -1.59
H -1.968 4.360 2.398  0.34
C -1.216 -0.418 -5.291  -0.24
H 2.815 7.384 1.981  0.26
C -2.393 -0.660 -0.010  0.99
H -2.344 -0.597 -2.116  0.32
H -2.621 -3.666 5.190  0.46
C 1.345 5.581 3.626  0.29
H -3.685 -1.289 3.009  0.41
O -0.002 -3.095 -8.291  -0.36
H -2.463 -4.608 3.711  0.37
H -0.694 2.730 0.464  0.25
H 3.954 -3.205 2.271  0.26
H 0.505 -0.178 -6.621  0.30
O 1.549 0.224 0.954  -0.31
C 1.428 -2.143 0.965  -1.29
H 0.559 5.736 2.884  0.09
O -1.544 0.276 -4.066  -0.33
C -1.213 -1.333 0.141  -0.47
H -0.524 -3.700 -10.201  0.31
H -0.604 -3.263 3.604  0.48
C -1.497 -2.648 3.663  0.13
H -2.164 -4.683 -6.575  0.36
C -0.996 -3.281 -9.315  -0.42
O 1.247 -0.853 3.021  -0.33
C 4.161 -2.255 2.772  -0.46
H 5.243 -2.129 2.721  0.39
C -0.901 -1.994 1.297  -0.13
C -0.488 1.065 -3.707  0.46
H -2.233 -1.493 5.395  0.55
O 0.256 -2.721 1.509  -0.58
H 1.338 -1.704 3.461  0.15
H -2.131 0.996 -1.368  0.13
Br 0.274 2.128 4.130  -0.06
H 1.017 1.968 -4.956  0.34
H 3.362 -3.417 4.463  0.31
C -1.997 3.318 2.076  -1.33
H 2.186 -2.926 0.984  0.52
C -1.347 -1.537 4.762  -1.19
O 2.576 7.550 4.023  -0.36
H 1.339 -1.863 -0.086  0.32
H 2.711 4.934 2.020  0.22
H 3.384 4.891 3.647  0.25
O 0.778 7.222 5.328  -0.58
C 2.720 5.445 2.981  -0.30
O 2.241 2.236 1.737  -0.43
C 1.361 1.401 1.642  -0.39
B 3.491 -1.011 2.062  0.81
C -1.806 -1.955 2.342  0.84
H -1.270 -0.569 4.268  -0.02
H -4.258 -0.157 0.927  0.36
H -3.737 0.269 -1.376  0.33
H -0.878 -1.422 -5.038  0.18
H -0.575 1.215 -6.534  0.31
O 4.327 0.023 1.654  -0.56
H -3.623 -3.251 3.790  0.32
C -1.965 -3.838 -7.227  -0.41
H 4.253 6.999 2.944  0.34
C -3.298 -0.651 1.009  -1.52
H -2.635 -3.010 -6.989  0.20
O -0.443 1.692 -2.690  -0.57
H -2.324 2.709 2.918  0.37
O 0.067 -3.206 -6.052  -0.60
H 4.278 0.700 2.346  0.29
H -2.771 3.264 1.309  0.29
H -3.015 -4.119 -9.148  0.33
C 0.606 0.984 -4.753  -0.53
C -2.026 -4.218 -8.704  -0.50
H 1.387 0.314 -4.390  0.26
H -2.110 -0.489 -5.910  0.26
H 1.106 4.729 4.258  -0.07
C -0.029 1.693 2.233  1.33
H -1.705 -5.254 -8.829  0.27
H 3.109 -1.657 4.662  0.22
H -0.426 -1.681 5.328  0.26
C -0.533 -3.365 -7.076  0.59
H 4.692 -2.372 4.884  0.33
C -2.668 0.056 -1.316  -1.24
H -1.418 -2.307 -9.568  0.26
H -0.523 -1.320 -0.695  0.30
C -0.604 2.916 1.537  0.18
C 3.783 -2.428 4.285  -0.96
C 1.900 -0.889 1.763  0.65
C -0.127 0.406 -5.953  -0.48

As for the SMILES: CCB(O)[C@](O)(COc1cc(C)ccc1C(C)C)OC(=O)[C@@H](Br)CC.O=C1CCCO1.O=C1CCCO1.O=C1CCCO1. As for the spin multiplicity: 1. The highest occupied orbital energy comes out at -8.3 eV. As for the gap between HOMO and LUMO: 8.70 eV. Its LUMO energy is 0.376 eV.


Question: Among the records above, which one has the lowest highest occupied orbital energy?
Answer: C30H45NO6RuTe